Entry from the Open Molecules 2025 dataset: a structure of composition C25H49N2O11SSbSi3Sr at a distorted geometry (ωB97M-V with the def2-TZVPD basis set).

Kohn-Sham gap	6.05	eV
net charge	-2
energy	-3457.13095	a.u.
energy relative to the best compared isomer or geometry (same formula, charge and spin)	169.27	kJ/mol

CARTESIAN COORDINATES (ANGSTROEM)
Sr -0.312 -0.163 -0.253
O -2.090 3.218 2.291
C -1.392 2.259 1.938
O -1.436 1.641 0.835
C -0.302 1.775 2.924
C 1.101 1.938 2.327
C 2.151 1.877 3.447
C 2.239 0.353 3.705
C 1.133 -0.165 2.786
O 1.325 0.688 1.631
C -0.251 0.242 3.318
C -1.403 -0.651 2.794
O -2.353 -0.844 3.560
O -1.245 -1.140 1.631
H -0.402 2.392 3.817
H 1.215 2.756 1.618
H 3.110 2.283 3.123
H 1.818 2.436 4.322
H 3.208 -0.034 3.381
H 2.081 0.080 4.750
H 1.202 -1.207 2.481
H -0.272 0.155 4.406
O 1.046 -2.848 -3.180
S 0.556 -1.623 -2.590
O 0.383 -0.534 -3.619
O -0.773 -1.769 -1.923
O 1.490 -1.056 -1.568
N 1.715 -3.456 1.328
C 2.606 -3.419 2.060
N 3.639 -3.370 2.903
C 4.994 -3.287 2.370
C 5.922 -3.965 3.359
O 5.797 -3.398 4.655
C 4.469 -3.511 5.149
C 3.489 -2.803 4.237
H 5.284 -2.237 2.237
H 5.023 -3.776 1.397
H 6.962 -3.832 3.064
H 5.691 -5.038 3.399
H 4.471 -3.062 6.142
H 4.197 -4.571 5.236
H 3.711 -1.730 4.220
H 2.460 -2.934 4.569
C 0.063 1.389 -5.404
Si 1.606 1.005 -4.384
C 2.616 2.485 -5.152
C 2.820 -0.313 -4.949
Sb 1.690 1.913 -1.861
Si 4.135 1.554 -1.374
C 4.542 -0.266 -1.479
C 4.456 2.084 0.398
C 5.370 2.473 -2.454
Si 1.632 4.440 -2.002
C -0.092 4.886 -2.599
C 2.846 5.449 -3.028
C 1.745 5.104 -0.246
H 0.358 1.430 -6.459
H -0.287 2.390 -5.133
H -0.753 0.683 -5.278
H 2.665 2.348 -6.243
H 3.644 2.553 -4.779
H 2.137 3.450 -4.972
H 2.704 -0.354 -6.041
H 2.699 -1.318 -4.552
H 3.837 0.036 -4.746
H 3.769 -0.878 -1.016
H 5.504 -0.420 -0.972
H 4.625 -0.605 -2.513
H 3.757 1.579 1.065
H 4.349 3.160 0.551
H 5.480 1.794 0.666
H 5.431 2.049 -3.458
H 6.353 2.379 -1.974
H 5.136 3.531 -2.560
H -0.240 4.606 -3.645
H -0.262 5.964 -2.498
H -0.840 4.352 -2.009
H 2.781 5.255 -4.096
H 3.886 5.309 -2.734
H 2.574 6.496 -2.838
H 0.898 4.741 0.340
H 1.699 6.199 -0.268
H 2.659 4.810 0.273
C -3.480 0.040 -1.691
C -2.670 1.142 -2.329
C -3.344 2.118 -3.258
O -1.500 1.280 -2.060
H -4.509 0.023 -2.053
H -3.490 0.197 -0.609
H -2.995 -0.917 -1.897
H -4.074 1.618 -3.897
H -2.595 2.637 -3.851
H -3.882 2.847 -2.644